Record 1
DFT (wB97M-V/def2-TZVPD) results for a structure of composition C4H5Li2MgO2 at a distorted geometry.

```
! RIJCOSX wB97M-V def2-TZVPD def2/J DEFGRID3
* xyz 0 2
O -2.386 0.901 2.006
C -1.689 0.467 3.146
C -1.603 -1.018 3.246
Mg -2.309 -0.015 0.268
Li -2.880 2.614 2.235
H -1.985 0.839 4.151
H -0.658 0.860 3.156
H -0.597 -1.448 3.202
H -2.515 -1.613 3.326
C 2.211 -4.111 0.011
C 1.857 -3.210 -0.766
O 1.179 -2.291 -1.274
Li -0.100 -1.053 -1.433
H 2.513 -5.088 0.340
*
```

ΔE to the lowest compared entry with this formula, charge and spin in kcal per mole: 10.6
Kohn-Sham gap (alpha / beta) in hartree: 0.1685 / 0.1713
HOMO level (alpha / beta) in Ha: -0.2335 / -0.2354

Record 2
DFT (wB97M-V/def2-TZVPD) results for a structure of composition C3H5EuO4 at a distorted geometry.

```
! RIJCOSX wB97M-V def2-TZVPD def2/J DEFGRID3
* xyz 1 8
O 0.085 1.108 -0.133
C 0.913 -0.074 0.343
C -1.281 0.782 0.076
O 1.813 0.152 1.248
O -0.016 -1.057 0.648
C -1.275 -0.739 0.073
H -1.883 1.208 -0.735
H -1.614 1.176 1.049
H -1.335 -1.140 -0.951
H -2.061 -1.177 0.698
Eu 3.998 -0.104 0.158
O 1.606 -0.348 -0.896
H 1.051 0.214 -1.576
*
```

ΔE to the lowest compared entry with this formula, charge and spin in kcal per mole: 31.5
Kohn-Sham gap (alpha / beta) in hartree: 0.2643 / 0.2705
HOMO level (alpha / beta) in Ha: -0.4705 / -0.4710

Record 3
DFT (wB97M-V/def2-TZVPD) results for a structure of composition C29H44BrCl7CsILiN3O8P at a distorted geometry.

```
! RIJCOSX wB97M-V def2-TZVPD def2/J DEFGRID3
* xyz 1 1
C -5.211 1.974 -0.399
C -3.678 1.821 -0.543
C -3.380 2.293 -1.983
C -2.889 2.703 0.446
C -3.398 2.656 1.889
C -1.414 2.322 0.509
O -1.167 0.949 0.990
P 0.231 0.395 0.484
Br -0.561 -0.211 -1.680
I 1.296 0.508 2.751
H -5.504 2.363 -1.380
H -5.733 1.031 -0.265
H -5.511 2.706 0.347
H -3.402 0.767 -0.496
H -2.342 2.222 -2.279
H -3.645 3.364 -2.039
H -4.029 1.764 -2.689
H -2.856 3.713 0.032
H -3.041 1.775 2.421
H -2.992 3.517 2.421
H -4.479 2.723 1.989
H -0.901 2.537 -0.429
H -0.974 2.969 1.268
H 0.587 -0.943 0.518
H 1.141 1.304 -0.052
C -1.685 -3.639 -1.477
Cl -3.413 -3.418 -1.153
Cl -0.959 -4.728 -0.276
H -1.557 -4.081 -2.458
H -1.185 -2.674 -1.422
N -7.887 2.233 -2.218
C -8.496 3.179 -3.013
C -8.357 2.785 -4.317
C -7.648 1.552 -4.319
C -7.375 1.236 -3.014
H -7.844 2.255 -1.215
H -8.977 4.042 -2.582
H -8.720 3.321 -5.178
H -7.370 0.972 -5.181
H -6.858 0.399 -2.577
C -10.126 5.614 -7.032
O -8.820 5.083 -7.249
H -10.488 5.213 -6.088
H -10.104 6.704 -6.968
H -10.811 5.314 -7.828
H -8.494 5.432 -8.084
Cs -2.721 -5.441 1.225
Cl 1.284 3.272 2.580
C -1.330 5.119 -2.113
O -1.629 5.714 -1.053
O -1.750 5.483 -3.257
O -0.597 4.072 -2.107
Li -5.616 3.863 -2.397
C 10.114 -5.642 6.214
N 8.946 -5.352 5.386
C 9.116 -5.116 4.048
C 8.064 -4.873 3.233
C 6.731 -4.865 3.742
C 6.599 -5.097 5.146
C 7.690 -5.329 5.917
C 5.607 -4.653 2.908
C 4.437 -5.481 2.970
C 3.362 -5.220 2.192
N 3.347 -4.153 1.322
C 4.467 -3.348 1.222
C 5.566 -3.574 1.972
C 2.187 -3.814 0.534
H 10.828 -4.823 6.140
H 10.580 -6.568 5.878
H 9.801 -5.753 7.247
H 10.132 -5.146 3.683
H 8.252 -4.702 2.182
H 5.626 -5.079 5.616
H 7.613 -5.499 6.981
H 4.402 -6.333 3.634
H 2.473 -5.835 2.221
H 4.402 -2.522 0.529
H 6.407 -2.902 1.874
H 2.443 -3.796 -0.528
H 1.829 -2.824 0.846
H 1.377 -4.525 0.689
C 7.692 1.576 2.363
C 6.543 0.714 2.851
O 6.950 -0.593 2.420
C 8.297 -0.597 2.281
O 8.942 -1.581 2.100
O 8.790 0.652 2.377
H 7.903 2.424 3.008
H 7.546 1.929 1.341
H 6.452 0.713 3.937
H 5.584 0.978 2.412
C -4.559 3.793 -6.093
Cl -4.686 2.146 -5.446
Cl -3.571 3.811 -7.548
Cl -6.174 4.410 -6.465
Cl -3.846 4.779 -4.823
*
```

Kohn-Sham gap in hartree: 0.0479
HOMO level in Ha: -0.2276

Record 4
DFT (wB97M-V/def2-TZVPD) results for a structure of composition C11H24BBe2ClFKLiMgO12P at a distorted geometry.

```
! RIJCOSX wB97M-V def2-TZVPD def2/J DEFGRID3
* xyz 2 1
C 3.884 -0.520 2.331
C 3.579 0.919 1.554
C 2.371 1.728 2.371
O 1.093 1.022 2.188
C 0.448 1.350 0.907
O 0.317 2.572 0.374
O -0.165 0.193 0.174
B -0.998 -0.452 1.250
O -0.710 -1.851 1.636
C -2.146 0.523 1.936
C -3.503 -0.268 2.417
H 4.506 -1.200 1.588
H 2.835 -1.008 2.620
H 4.511 -0.378 3.316
H 4.549 1.557 1.409
H 3.117 0.639 0.492
H 2.575 1.738 3.547
H 2.342 2.842 1.997
H -1.083 -2.511 0.976
H -2.443 1.401 1.199
H -1.644 1.018 2.899
H -3.252 -1.258 2.988
H -4.249 -0.499 1.545
H -4.067 0.467 3.169
O -1.824 -1.315 7.434
P -1.749 -1.609 5.927
O -2.796 -2.673 5.560
O -0.345 -2.128 5.576
O -2.031 -0.320 5.138
Be -3.849 -2.457 1.913
Be 1.251 -0.907 -0.677
F 1.551 -1.575 4.878
C 7.107 1.304 0.251
O 8.044 1.567 -0.540
O 7.034 2.214 1.212
O 6.277 0.368 0.271
H 7.794 2.703 0.837
K -0.549 -4.198 1.549
Li 9.951 0.230 -0.527
Cl 0.051 1.207 -1.427
Mg -5.049 -0.533 0.013
C -2.753 -1.358 -6.754
C -3.735 -0.250 -6.418
O -4.007 -0.137 -5.020
C -2.893 0.150 -4.179
C -2.202 1.461 -4.512
H -3.119 -2.321 -6.386
H -2.613 -1.426 -7.838
H -1.773 -1.185 -6.302
H -4.692 -0.468 -6.904
H -3.401 0.713 -6.816
H -2.185 -0.686 -4.195
H -3.280 0.206 -3.156
H -1.785 1.457 -5.522
H -1.382 1.649 -3.812
H -2.913 2.293 -4.455
*
```

Kohn-Sham gap in hartree: 0.1028
HOMO level in Ha: -0.4613

Record 5
DFT (wB97M-V/def2-TZVPD) results for a structure of composition C5H9ClSe2 at a distorted geometry.

```
! RIJCOSX wB97M-V def2-TZVPD def2/J DEFGRID3
* xyz 0 1
C -1.880 -1.426 -0.698
C -0.757 -1.925 0.197
C -0.855 1.310 -0.441
C 0.192 0.981 0.504
C 2.875 1.284 0.508
Cl 3.479 0.343 -0.809
Se -2.592 0.415 -0.156
Se 0.898 -0.754 0.247
H -1.546 -1.213 -1.716
H -2.753 -2.021 -0.687
H -1.250 -1.961 1.209
H -0.176 -2.909 0.114
H -0.918 2.383 -0.310
H -0.795 0.935 -1.404
H 0.117 1.507 1.388
H 2.718 0.773 1.450
H 3.243 2.278 0.605
*
```

ΔE to the lowest compared entry with this formula, charge and spin in kcal per mole: 70.9
Kohn-Sham gap (alpha / beta) in hartree: 0.2833 / 0.2924
HOMO level (alpha / beta) in Ha: -0.2882 / -0.3087

Record 6
DFT (wB97M-V/def2-TZVPD) results for an isolated molecule of C20H28N2O4.

```
! RIJCOSX wB97M-V def2-TZVPD def2/J DEFGRID3
* xyz 0 1
C -3.226 -3.327 2.138
C -4.635 -3.904 2.067
C -5.523 -3.236 1.015
C -5.995 -1.829 1.400
C -4.896 -0.783 1.500
O -4.687 -0.149 2.510
N -4.209 -0.624 0.331
C -3.085 0.161 0.072
C -2.581 1.084 0.984
C -1.444 1.806 0.676
C -0.793 1.626 -0.540
C -1.322 0.734 -1.465
C -2.451 0.002 -1.160
H -2.849 -0.699 -1.881
H -0.838 0.615 -2.423
C 0.410 2.431 -0.917
O 0.391 3.184 -1.874
N 1.501 2.298 -0.121
C 1.699 1.256 0.858
H 2.082 1.712 1.778
C 2.707 0.227 0.338
H 2.303 -0.254 -0.555
H 2.873 -0.537 1.100
C 4.028 0.918 -0.017
C 5.015 -0.087 -0.582
O 6.096 -0.319 -0.109
O 4.533 -0.677 -1.679
C 5.352 -1.669 -2.301
C 5.177 -3.026 -1.634
H 5.519 -2.979 -0.604
H 5.762 -3.771 -2.166
H 4.130 -3.320 -1.647
H 5.026 -1.695 -3.342
H 6.398 -1.351 -2.243
C 3.758 2.038 -1.028
C 2.717 3.004 -0.465
H 3.104 3.494 0.435
H 2.458 3.762 -1.207
H 3.381 1.603 -1.955
H 4.680 2.578 -1.248
H 4.478 1.339 0.887
H 0.751 0.766 1.079
H -1.063 2.526 1.385
H -3.079 1.226 1.928
H -4.493 -1.210 -0.441
H -6.492 -1.867 2.370
H -6.721 -1.480 0.661
H -4.990 -3.218 0.060
H -6.414 -3.852 0.874
H -5.111 -3.816 3.045
H -4.566 -4.968 1.826
H -2.750 -3.349 1.159
H -3.238 -2.302 2.496
H -2.619 -3.914 2.823
*
```

ΔE to the lowest compared entry with this formula, charge and spin in kcal per mole: 19.7
Kohn-Sham gap in hartree: 0.3376
Structure (SMILES): CCCCC(=O)Nc1ccc(C(=O)N2CCC(C(=O)OCC)CC2)cc1
HOMO level in Ha: -0.3167

Number 1: M 123.27 Da. Number 2: M 257.03 Da. Number 3: M 1188.48 Da. Number 4: M 532.91 Da. Number 5: M 262.50 Da. Number 6: M 360.45 Da.